Molecular formula: C6H13NO
Method: DFT, the ωB97M-V functional and the def2-TZVPD basis

Its HOMO energy is -8.1 eV. The value obtained for the energy above the lowest of the compared OMol25 structures with the same formula, charge and spin is 51.4 kcal/mol.

```
! wB97M-V def2-TZVPD RIJCOSX def2/J DEFGRID3
* xyz 0 1
C 0.346 -2.773 -0.461
O 0.693 -3.582 -1.620
C -0.693 -1.732 -0.891
C -0.187 -0.277 -0.719
C -0.794 0.386 0.541
N 0.502 3.837 1.414
C 0.518 2.468 1.071
C -0.577 1.867 0.609
H 0.004 -3.513 0.245
H 1.244 -2.249 -0.140
H 1.636 -3.762 -1.626
H -0.907 -1.868 -1.948
H -1.589 -1.878 -0.287
H -0.436 0.341 -1.577
H 0.892 -0.270 -0.567
H -0.363 -0.140 1.399
H -1.830 0.088 0.609
H 0.175 4.461 0.696
H 1.320 4.179 1.889
H 1.475 1.957 1.086
H -1.425 2.459 0.276
*
```